# 1
C15H29CdNO6 as an isolated structure, computed with ωB97M-V/def2-TZVPD.

Results
Relative energy (zero: lowest compared OMol25 entry of this formula, charge and spin) (eV): 3.7736
Orbital gap (eV): 7.7
LUMO level (eV): -0.07

Geometry as ORCA input:
```
! wB97M-V def2-TZVPD RIJCOSX def2/J DEFGRID3
* xyz 0 1
Cd -0.10 -3.25 -0.54
C 1.51 5.55 -0.07
C 0.83 4.25 -0.63
C 1.00 2.99 0.29
N 0.26 1.66 -0.14
C -1.27 1.84 -0.20
C -1.88 2.11 1.23
C -1.40 1.18 2.30
C 0.08 0.93 2.28
C 0.60 0.45 0.85
C 0.58 1.23 -1.58
H 2.58 5.40 0.05
H 1.08 5.99 0.83
H 1.25 6.30 -0.81
H 1.23 4.07 -1.63
H -0.26 4.29 -0.60
H 0.67 3.40 1.24
H 2.02 2.60 0.28
H -1.55 2.52 -1.00
H -1.66 0.91 -0.62
H -1.44 3.09 1.41
H -2.97 2.05 1.12
H -1.64 1.62 3.27
H -1.91 0.22 2.31
H 0.69 1.65 2.83
H 0.13 0.04 2.91
H 1.69 0.47 0.89
H 0.34 -0.53 0.45
H -0.13 0.44 -1.85
H 1.55 0.75 -1.55
H 0.63 2.08 -2.25
C 0.23 -5.95 2.50
C 0.16 -4.94 1.31
O 0.58 -5.22 0.15
O -0.30 -3.75 1.48
H -0.43 -6.81 2.58
H -0.06 -5.33 3.35
H 1.29 -6.18 2.62
C 3.14 -1.72 -2.52
C 1.84 -2.13 -1.83
O 1.73 -2.17 -0.63
O 0.94 -2.80 -2.37
H 2.89 -0.87 -3.16
H 3.52 -2.48 -3.20
H 3.75 -1.34 -1.70
C -3.73 -1.81 -1.61
C -2.44 -2.42 -1.16
O -1.63 -1.83 -0.46
O -2.02 -3.52 -1.55
H -4.45 -2.57 -1.32
H -3.69 -1.49 -2.65
H -3.80 -0.97 -0.90
*
```

# 2
An isolated ion of composition C15H29Cl4N2O and charge +1, computed with ωB97M-V/def2-TZVPD.

Results
Orbital gap (eV): 10.3
LUMO level (eV): -2.92
Structure (SMILES): CCC[C@H](C)[C@@]1([C@@H](Cl)[C@H](C)Cl)CN[C@H](Cl)[C@@H](O)[N@@H+]1[C@H](Cl)CC

Geometry as ORCA input:
```
! wB97M-V def2-TZVPD RIJCOSX def2/J DEFGRID3
* xyz 1 1
C 4.86 -0.48 0.60
C 3.45 -1.04 0.72
C 2.54 -0.45 -0.34
C 1.09 -0.99 -0.25
C 0.86 -1.98 -1.40
C 0.04 0.15 -0.18
C 0.18 1.09 1.06
Cl 0.41 0.09 2.54
C 1.10 2.36 1.12
C 1.46 3.14 -0.13
Cl 2.66 2.10 1.99
C 0.10 0.86 -1.52
N -0.66 2.11 -1.55
C -1.98 2.02 -1.01
Cl -2.19 3.13 0.41
C -2.48 0.62 -0.61
O -3.23 0.05 -1.64
N -1.42 -0.43 -0.21
C -2.00 -1.22 0.96
Cl -1.05 -2.67 1.28
C -3.45 -1.64 0.67
C -3.99 -2.71 1.60
H 4.84 0.59 0.80
H 5.22 -0.59 -0.42
H 5.55 -0.96 1.29
H 3.06 -0.83 1.71
H 3.50 -2.12 0.57
H 2.61 0.63 -0.34
H 2.95 -0.77 -1.30
H 1.07 -1.60 0.64
H -0.12 -2.46 -1.38
H 1.57 -2.79 -1.27
H 1.05 -1.56 -2.38
H -0.81 1.48 1.26
H 0.57 3.03 1.78
H 2.22 3.86 0.14
H 0.60 3.71 -0.48
H 1.84 2.55 -0.96
H -0.29 0.17 -2.27
H 1.12 1.06 -1.82
H -0.72 2.44 -2.51
H -2.71 2.39 -1.71
H -3.13 0.77 0.24
H -2.81 0.24 -2.50
H -1.43 -1.10 -0.98
H -1.99 -0.59 1.85
H -3.52 -1.97 -0.36
H -4.09 -0.77 0.78
H -3.75 -3.71 1.27
H -3.67 -2.57 2.63
H -5.07 -2.63 1.60
*
```

Question: What is the formula in the first record?
Answer: C15H29CdNO6